No. 1
{"formula": "C8H19PSi", "method": "ωB97M-V/def2-TZVPD", "energy_ha": -946.84101, "homo_lumo_gap_ev": [8.07, 6.27], "relative_energy_kcal_mol": 96.5, "spin_multiplicity": 1, "fmax_ev_per_a": 3.45, "species": ["C", "C", "C", "C", "C", "C", "C", "C", "Si", "P", "H", "H", "H", "H", "H", "H", "H", "H", "H", "H", "H", "H", "H", "H", "H", "H", "H", "H", "H"], "positions_angstrom": [[0.50804, 0.57270, 1.45889], [-1.04113, 2.13937, 0.55912], [-1.84057, -0.00973, 1.43431], [-1.01885, 1.73562, 2.95714], [-0.69818, -1.97196, -1.47191], [1.31178, 0.38934, -2.48301], [2.35980, -2.50214, -2.20169], [-0.83590, 1.13242, 1.58849], [1.02699, -1.27566, -1.60782], [1.93835, 0.55327, 2.26501], [-2.16664, 2.21610, 0.44337], [-0.67220, 3.09647, 0.97320], [-0.49451, 1.86406, -0.46342], [-2.88301, 0.55486, 1.25931], [-1.57845, -0.58157, 0.55724], [-1.89124, -0.81413, 2.29950], [-0.47497, 2.69438, 3.21249], [-0.51529, 1.04066, 3.64445], [-2.14271, 1.92568, 3.27391], [-1.53858, -1.27681, -1.73894], [-0.68585, -2.72777, -2.26020], [-1.04514, -2.42748, -0.48304], [0.42443, 1.05961, -1.94202], [2.28186, 0.89652, -2.29052], [1.08149, 0.42908, -3.58829], [2.02283, -3.39256, -2.79801], [3.16898, -2.02500, -2.76059], [2.95528, -2.86355, -1.26915], [2.44340, -0.43176, 1.43218]], "forces_ev_per_a": [[0.76, -0.37, 0.25], [-0.61, 1.49, -3.05], [-2.30, -0.38, 0.86], [-0.84, 1.12, 2.64], [-1.52, -0.05, 0.21], [-2.80, 1.61, 0.59], [0.83, -1.17, 1.29], [0.29, -1.40, 1.26], [1.28, 0.78, 0.48], [-0.44, 0.26, 0.16], [1.29, 0.34, -0.44], [-0.02, -0.28, -0.80], [-1.47, 0.79, 2.18], [1.96, -1.78, 0.58], [-0.22, -0.03, -0.42], [0.10, 2.01, -1.44], [-0.50, -0.75, -0.99], [-0.80, -0.02, 0.29], [2.18, -0.62, -0.75], [0.92, -0.30, 0.10], [-0.39, -0.40, 0.14], [0.98, 0.42, -1.34], [2.39, -1.36, -1.55], [-0.66, -0.52, 0.02], [0.29, -0.15, 1.05], [0.20, 0.71, 0.68], [-0.36, 0.31, -0.23], [-1.23, 0.17, -1.42], [0.72, -0.43, -0.34]], "mulliken_charge": [-0.59, -0.89, -0.68, -1.84, -1.04, -0.74, -0.99, 2.22, 0.12, -0.21, 0.33, 0.39, -0.13, 0.33, -0.26, 0.30, 0.39, 0.47, 0.29, 0.34, 0.38, 0.32, -0.03, 0.28, 0.38, 0.32, 0.32, 0.28, -0.07]}

***

No. 2
{"formula": "C8H20AgClO4", "method": "ωB97M-V/def2-TZVPD", "energy_ha": -1224.86795, "homo_lumo_gap_ev": 8.54, "relative_energy_kcal_mol": 0.0, "spin_multiplicity": 1, "fmax_ev_per_a": 1.40, "species": ["Ag", "Cl", "C", "O", "C", "C", "O", "C", "H", "H", "H", "H", "H", "H", "H", "H", "H", "H", "C", "O", "C", "C", "O", "C", "H", "H", "H", "H", "H", "H", "H", "H", "H", "H"], "positions_angstrom": [[-0.67790, 0.83541, -0.41236], [-1.43783, 1.31307, -2.89225], [0.76880, 1.85483, 2.71962], [0.55680, 0.85581, 1.74696], [1.74349, 0.24018, 1.25539], [2.41109, 1.03792, 0.15659], [1.59847, 1.03288, -0.99549], [2.20820, 1.62335, -2.12876], [1.40381, 2.67004, 2.35053], [1.25083, 1.45014, 3.61838], [-0.17794, 2.29705, 3.02060], [1.40589, -0.73379, 0.89087], [2.46372, 0.00965, 2.05031], [3.38534, 0.58265, -0.06628], [2.58555, 2.06890, 0.49444], [1.55589, 1.41171, -2.97260], [3.20889, 1.21323, -2.30811], [2.30717, 2.70727, -2.00566], [-2.99641, -0.20624, 1.95331], [-2.35200, -0.35409, 0.71791], [-2.28091, -1.70902, 0.29356], [-1.67222, -1.87907, -1.07612], [-0.29542, -1.54593, -1.08026], [0.28036, -1.86446, -2.34068], [-2.39310, -0.61110, 2.77452], [-3.98268, -0.68615, 1.94795], [-3.16842, 0.85361, 2.13542], [-3.28677, -2.14671, 0.26934], [-1.69092, -2.29800, 1.01353], [-2.19515, -1.25557, -1.81383], [-1.80475, -2.93833, -1.33445], [-0.18803, -1.26267, -3.12589], [0.12391, -2.92629, -2.56286], [1.34221, -1.64027, -2.29363]], "forces_ev_per_a": [[-0.55, 0.76, -1.04], [0.21, -0.11, 0.64], [0.48, 0.44, 0.28], [0.02, 0.00, 0.24], [-0.13, -0.45, 0.00], [0.16, 0.00, 0.08], [0.57, -0.21, 0.23], [-0.04, 0.21, -0.19], [-0.05, -0.09, -0.08], [-0.04, -0.14, -0.11], [-0.16, -0.20, -0.20], [0.07, 0.11, -0.31], [-0.09, 0.38, 0.15], [-0.01, 0.03, 0.01], [0.07, -0.01, -0.05], [-0.04, 0.08, 0.01], [-0.08, -0.15, 0.09], [-0.08, -0.02, 0.03], [-0.28, 0.15, 0.46], [-0.10, -0.40, -0.45], [0.16, -0.39, 0.31], [-0.31, 0.22, -0.07], [-0.02, -0.50, 0.23], [-0.21, 0.15, -0.16], [-0.04, -0.06, -0.06], [0.12, -0.12, -0.03], [0.17, 0.03, -0.11], [-0.03, 0.12, -0.02], [-0.03, 0.15, 0.04], [0.00, -0.06, 0.01], [0.03, 0.02, -0.08], [0.07, 0.04, 0.03], [0.12, 0.00, 0.04], [0.03, 0.01, 0.07]], "mulliken_charge": [0.50, -0.67, -0.81, -0.12, -0.79, -0.29, 0.00, -0.90, 0.27, 0.32, 0.26, 0.21, 0.46, 0.38, 0.30, 0.25, 0.33, 0.27, -0.83, -0.26, -0.43, -0.80, -0.04, -0.89, 0.30, 0.32, 0.26, 0.41, 0.34, 0.37, 0.42, 0.34, 0.34, 0.19]}

***

No. 3
{"formula": "C8H20AsF6O14S2V", "method": "ωB97M-V/def2-TZVPD", "energy_ha": -5945.23892, "homo_lumo_gap_ev": 1.26, "total_charge": -4, "spin_multiplicity": 1, "fmax_ev_per_a": 6.99, "species": ["O", "V", "O", "S", "O", "O", "O", "O", "S", "O", "O", "O", "O", "As", "F", "F", "F", "F", "F", "F", "C", "O", "C", "C", "O", "C", "H", "H", "H", "H", "H", "H", "H", "H", "H", "H", "C", "O", "C", "C", "O", "C", "H", "H", "H", "H", "H", "H", "H", "H", "H", "H"], "positions_angstrom": [[-1.76586, 1.72889, -1.75110], [-1.31632, 1.63835, -0.18102], [-0.35853, 0.38392, -0.10485], [-2.82048, 4.46730, 0.00491], [-1.88248, 4.69612, -1.06760], [-2.62310, 3.14503, 0.57338], [-2.49311, 5.24105, 1.21584], [-4.18687, 4.63624, -0.45566], [0.56813, 4.22802, 1.02137], [1.92682, 4.03088, 1.43216], [0.25548, 5.52211, 0.39745], [0.18947, 3.27609, -0.03073], [-0.38374, 4.07658, 2.09688], [-0.38432, 0.83589, 3.48874], [0.37303, 0.15126, 5.00169], [1.00013, 1.82025, 3.21781], [-1.17266, 1.58343, 2.06506], [-1.83686, -0.15716, 3.74195], [-1.16574, 2.10337, 4.46123], [0.34337, -0.45148, 2.46632], [6.30622, -1.74222, -0.51094], [5.66185, -3.03082, -0.37157], [4.99064, -3.40527, -1.61497], [3.65585, -2.63079, -1.66383], [2.71839, -3.15811, -0.63997], [1.50463, -2.42870, -0.61004], [7.15749, -1.80160, 0.16723], [5.61165, -0.94998, -0.23162], [6.73455, -1.42543, -1.46187], [4.77680, -4.46278, -1.45991], [5.58624, -3.45557, -2.52646], [3.25777, -2.80142, -2.66409], [3.62007, -1.54786, -1.54517], [0.88063, -2.54137, -1.49663], [1.58229, -1.35317, -0.45099], [0.90356, -2.60732, 0.28153], [-4.32767, 0.79364, -0.04713], [-3.13472, 0.35932, 0.65420], [-2.95447, -1.04509, 0.78025], [-2.47440, -1.81081, -0.45839], [-2.94012, -1.27781, -1.66013], [-1.98656, -1.46875, -2.65865], [-4.34331, 1.86387, 0.15887], [-5.22813, 0.41037, 0.43282], [-4.49676, 0.58861, -1.10424], [-3.85146, -1.55475, 1.13205], [-2.29290, -1.29787, 1.60882], [-2.61036, -2.86609, -0.22176], [-1.38512, -1.77165, -0.45497], [-2.42201, -1.25726, -3.63526], [-1.62618, -2.49500, -2.72964], [-1.14082, -0.78444, -2.59135]], "forces_ev_per_a": [[0.41, -0.72, 1.94], [-0.04, 5.18, -1.77], [0.61, -1.64, 0.01], [2.35, 4.38, 1.62], [-0.19, 0.17, -1.56], [0.31, -6.98, 0.15], [-1.71, 1.92, -0.70], [-2.66, -0.14, -0.61], [-3.88, 3.38, 1.02], [3.05, -0.28, 0.28], [2.21, 1.21, -0.20], [-1.00, -5.25, -3.00], [0.55, -0.73, 1.97], [-0.20, 1.91, -0.71], [-0.64, 0.11, -1.10], [-0.20, -0.81, 0.51], [0.32, -1.32, 1.35], [0.72, -0.14, -0.01], [0.64, -1.24, -0.18], [-0.70, 0.47, 1.23], [-0.19, -0.34, 1.14], [1.11, 0.49, -2.56], [-1.25, 0.20, 2.67], [-1.36, -1.12, 0.35], [1.40, 0.16, -1.25], [-0.68, 1.15, 0.40], [-0.13, 0.35, 0.28], [0.06, 0.04, 0.27], [-0.25, -0.77, -0.62], [-0.51, -0.06, 0.16], [0.35, 1.06, -0.02], [-0.49, -0.18, -0.26], [0.86, 0.11, 0.13], [0.06, -0.38, -0.24], [0.74, 0.40, -0.39], [0.22, -0.98, 0.05], [-0.69, 0.71, 1.06], [-0.09, -0.83, -1.27], [-0.48, -0.44, -0.14], [1.73, 1.08, 1.35], [-0.50, -0.95, -0.10], [0.19, 0.43, -1.20], [0.22, 0.17, -0.44], [-0.05, -0.55, 0.60], [1.15, -0.18, -0.08], [-0.96, 0.49, -0.15], [0.60, 0.71, -0.14], [-0.98, -0.69, -0.62], [0.21, 0.57, -0.09], [-0.42, 0.13, 0.00], [0.10, -0.42, 0.30], [0.10, 0.14, 0.56]], "mulliken_charge": [-0.62, 1.22, -0.49, 0.98, -0.68, -0.62, -0.71, -0.85, 0.91, -0.74, -0.70, -0.60, -0.61, 2.02, -0.59, -0.41, -0.10, -0.53, -0.52, -0.48, -0.92, -0.22, -0.84, -0.38, -0.37, -0.82, 0.30, 0.31, 0.35, 0.27, 0.46, 0.36, 0.36, 0.31, 0.43, 0.27, -0.78, 0.25, -0.79, 0.17, -0.32, -0.79, 0.18, 0.35, 0.21, 0.48, 0.20, 0.32, -0.13, 0.28, 0.34, 0.27]}